This record from the OMol25 dataset describes 2 unconnected molecules or ions with the total composition C6H7NO at a distorted geometry. The level of theory is wB97M-V/def2-TZVPD.

- Gap between HOMO and LUMO: 8.885 eV
- Max |F|: 9.3 eV/A
- Total charge: 0
- Multiplicity: 1
- LUMO level: 0.1 eV
- Electronic energy: -9867.20394 eV
- ΔE to the lowest compared entry with this formula, charge and spin: 125.8 kcal per mole

Each atom is followed by the atoms it is bonded to, with distances in Å.
Positions of all 15 atoms, in Å:
1 O -3.86971 0.19279 -0.30890  C5 1.476
2 C 1.66848 1.01905 -0.02893  C7 1.534, H11 1.185, C15 1.374
3 H 2.71205 -0.59370 -0.77799  C7 1.104
4 H -0.34530 1.98471 -0.32809  C15 1.083
5 C -2.63417 0.26689 0.49473  O1 1.476, N10 1.439
6 H 2.64251 -0.49615 0.94278  C7 1.054
7 C 2.03299 -0.46667 0.08376  C2 1.534, H3 1.104, H6 1.054, C9 1.522
8 H -2.23626 1.21697 1.50984  no bonds
9 C 0.70090 -1.20136 0.02727  C7 1.522, C13 1.323, H14 1.120
10 N -1.71072 -0.66841 -0.09050  C5 1.439, H12 1.133, C13 1.435
11 H 2.46957 1.85329 -0.28632  C2 1.185
12 H -2.02427 -1.56479 -0.70828  N10 1.133
13 C -0.30949 -0.37121 -0.17625  C9 1.323, N10 1.435, C15 1.651
14 H 0.56908 -2.31248 -0.01804  C9 1.120
15 C 0.33433 1.14106 -0.33507  C2 1.374, H4 1.083, C13 1.651